1.
Below is a 2-piece molecular cluster, C5H12N2O overall, with properties calculated with the ωB97M-V functional and the def2-TZVPD basis.

Each line ends with the Löwdin charge.
CARTESIAN COORDINATES (ANGSTROEM)
C (-1.14, 0.63, 0.95)  -0.146
C (-0.98, 2.12, 1.08)  -0.187
C (0.18, 2.69, 1.39)  -0.246
N (0.44, 4.05, 1.36)  0.034
H (-0.24, 0.17, 1.36)  0.066
H (-2.00, 0.24, 1.50)  0.070
H (-1.25, 0.34, -0.09)  0.056
H (-1.81, 2.77, 0.80)  0.096
H (1.04, 2.08, 1.65)  0.114
H (1.19, 4.38, 1.94)  0.075
H (-0.36, 4.66, 1.36)  0.082
C (-0.54, -3.55, -1.27)  -0.079
N (-0.14, -2.32, -0.61)  -0.031
C (0.82, -1.53, -1.17)  -0.374
O (1.68, -1.95, -1.91)  0.017
H (-1.25, -3.37, -2.08)  0.084
H (-0.97, -4.24, -0.55)  0.080
H (0.37, -4.01, -1.66)  0.081
H (-0.73, -1.88, 0.08)  0.094
H (0.81, -0.50, -0.78)  0.114

Properties
**SMILES string**: C/C=C/N.CNC=O
**HOMO-LUMO gap**: 0.33253 hartree
**ΔE to the lowest compared entry with this formula, charge and spin**: 38.54 kcal per mole
**Total energy**: -10406.753 eV

---

2.
Below is a single C6H11NOS molecule at a distorted geometry, with properties calculated with the ωB97M-V functional and the def2-TZVPD basis.

Each line ends with the Löwdin charge.
CARTESIAN COORDINATES (ANGSTROEM)
C (-1.33, -1.24, 1.07)  0.012
N (-0.15, -0.37, 0.73)  -0.074
C (1.00, -0.65, 1.32)  -0.593
O (1.26, -1.41, 2.21)  0.077
C (2.17, 0.15, 0.68)  -0.326
S (1.30, 1.62, 0.07)  0.925
C (-0.10, 0.63, -0.54)  -0.741
C (-1.36, 1.45, -0.57)  -0.084
C (0.28, -0.18, -1.71)  -0.107
H (-1.29, -1.38, 2.13)  0.085
H (-2.17, -0.63, 0.73)  0.076
H (-1.32, -2.17, 0.61)  0.060
H (2.89, 0.27, 1.39)  0.048
H (2.63, -0.18, -0.28)  0.077
H (-2.11, 1.35, 0.24)  0.090
H (-1.88, 1.31, -1.45)  0.047
H (-0.99, 2.55, -0.47)  0.098
H (1.23, -0.75, -1.58)  0.072
H (0.53, 0.53, -2.70)  0.153
H (-0.59, -0.89, -1.89)  0.105

Properties
**SMILES string**: CN1C(=O)CSC1(C)C
**HOMO-LUMO gap**: 0.34288 hartree
**ΔE to the lowest compared entry with this formula, charge and spin**: 29.20 kcal per mole
**Total energy**: -20772.082 eV

---

3.
Below is C5H7NO as an isolated structure at a distorted geometry, with properties calculated with the ωB97M-V functional and the def2-TZVPD basis.

Each line ends with the Löwdin charge.
CARTESIAN COORDINATES (ANGSTROEM)
C (1.22, -1.03, 1.48)  -0.049
C (0.56, -0.16, 0.46)  -0.284
C (0.88, 1.12, 0.14)  -0.071
O (0.08, 1.60, -0.86)  0.073
C (-0.74, 0.60, -1.19)  -0.501
N (-1.92, 0.96, -1.85)  0.097
C (-0.52, -0.51, -0.40)  -0.020
H (0.52, -1.33, 2.27)  0.081
H (2.06, -0.50, 1.95)  0.078
H (1.61, -1.94, 1.01)  0.082
H (1.63, 1.80, 0.50)  0.125
H (-2.00, 0.62, -0.68)  0.189
H (-2.29, 0.14, -2.34)  0.076
H (-1.08, -1.43, -0.46)  0.125

Properties
**HOMO-LUMO gap**: 0.32366 hartree
**ΔE to the lowest compared entry with this formula, charge and spin**: 75.01 kcal per mole
**Total energy**: -8832.950 eV

---

4.
Below is a 2-piece molecular cluster, C3H4ClNO2S overall at a distorted geometry, with properties calculated with the ωB97M-V functional and the def2-TZVPD basis.

Each line ends with the Löwdin charge.
CARTESIAN COORDINATES (ANGSTROEM)
C (-0.63, -1.59, -1.45)  -0.309
C (-0.65, 1.43, 0.82)  -0.113
C (0.41, -0.65, -0.99)  -0.817
N (-1.43, -2.35, -1.73)  0.185
O (-0.27, -1.13, 1.44)  -0.318
O (1.77, 0.27, 1.18)  -0.332
S (0.44, -0.10, 0.77)  0.534
Cl (0.84, 0.48, -2.20)  0.691
H (-0.83, 1.75, 1.79)  0.029
H (-0.04, 2.27, 0.48)  0.064
H (-1.66, 1.17, 0.41)  0.094
H (2.05, -1.56, -0.53)  0.294

Properties
**HOMO-LUMO gap**: 0.32199 hartree
**ΔE to the lowest compared entry with this formula, charge and spin**: 90.44 kcal per mole
**Total energy**: -32113.379 eV

---

5.
Below is a 2-piece molecular cluster, C4H13NO overall at a distorted geometry, with properties calculated with the ωB97M-V functional and the def2-TZVPD basis.

Each line ends with the Löwdin charge.
CARTESIAN COORDINATES (ANGSTROEM)
C (-0.89, -1.33, 0.25)  -0.088
C (-0.15, -0.20, 0.96)  -0.448
C (-0.98, 1.07, 0.98)  -0.082
C (1.24, 0.07, 0.34)  -0.266
N (2.09, -1.13, 0.52)  -0.010
H (-1.13, -1.08, -0.80)  0.078
H (-0.34, -2.29, 0.35)  0.073
H (-1.89, -1.51, 0.71)  0.083
H (0.05, -0.50, 2.02)  0.141
H (-0.46, 1.90, 1.48)  0.087
H (-1.95, 0.89, 1.46)  0.087
H (-1.19, 1.39, 0.03)  0.023
H (1.09, 0.31, -0.71)  0.094
H (1.66, 0.92, 0.84)  0.107
H (1.82, -1.83, -0.14)  0.039
H (3.07, -0.83, 0.25)  0.088
O (-0.81, 1.65, -2.56)  -0.073
H (-0.99, 1.61, -3.52)  0.043
H (-0.22, 0.88, -2.45)  0.024

Properties
**SMILES string**: CC(C)CN.O
**HOMO-LUMO gap**: 0.37419 hartree
**ΔE to the lowest compared entry with this formula, charge and spin**: 9.31 kcal per mole
**Total energy**: -7896.257 eV

---

6.
Below is C7H3BF4MgNO5 as an isolated structure at a distorted geometry, with properties calculated with the ωB97M-V functional and the def2-TZVPD basis.

Each line ends with the Löwdin charge.
CARTESIAN COORDINATES (ANGSTROEM)
Mg (0.24, 1.52, -0.79)  0.884
O (-0.45, -3.53, 2.65)  0.057
C (-0.32, -2.37, 1.85)  -0.261
C (-1.32, -1.46, 1.79)  0.047
C (-1.16, -0.36, 0.94)  -0.132
N (0.00, -0.14, 0.36)  0.068
C (1.05, -1.01, 0.44)  -0.108
C (0.90, -2.13, 1.22)  0.062
C (2.27, -0.55, -0.41)  -0.594
O (3.18, -1.31, -0.71)  0.043
O (2.09, 0.66, -0.78)  -0.075
C (-2.25, 0.72, 0.57)  -0.592
O (-3.41, 0.53, 0.89)  0.045
O (-1.69, 1.60, -0.15)  -0.071
H (-1.35, -3.71, 2.68)  0.054
H (-2.24, -1.59, 2.40)  0.141
H (1.68, -2.85, 1.19)  0.125
F (1.65, 3.30, -3.71)  0.236
B (0.58, 3.26, -2.95)  -1.105
F (0.03, 1.89, -2.88)  0.044
F (-0.44, 4.15, -3.16)  0.168
F (0.97, 3.38, -1.45)  -0.034

Properties
**HOMO-LUMO gap**: 0.34302 hartree
**ΔE to the lowest compared entry with this formula, charge and spin**: 0.00 kcal per mole
**Total energy**: -36040.320 eV
**Total charge**: -1